The following is a DFT calculation (ωB97M-V/def2-TZVPD) of one molecule with the formula C5H6O.

Geometry as ORCA input:
```
! wB97M-V def2-TZVPD RIJCOSX def2/J DEFGRID3
* xyz 0 1
C -1.3951 0.7238 0.1380
C -1.1365 -0.7772 0.1568
O -0.0173 -0.9727 -0.7349
C 1.0289 -1.2717 0.0312
C 2.0975 -0.3817 -0.2269
C 2.8491 0.5331 0.0273
H -0.4336 1.2572 0.1279
H -1.9632 1.0138 1.0272
H -1.9414 1.0285 -0.7604
H -1.9980 -1.3868 -0.1301
H -0.7560 -1.1087 1.1282
H 3.5575 1.2979 0.2062
*
```

The calculation puts the energy above the lowest of the compared OMol25 structures with the same formula, charge and spin at 5.126 eV. The value obtained for the largest force on an atom is 0.012 Eh/bohr. The value obtained for the HOMO energy is -8.43 eV.